Entry from OMol25: a cluster of 10 separate species, C49H94F15N6O19S5 in total at a distorted geometry (the ωB97M-V functional and the def2-TZVPD basis).

ORCA input file:
```
! wB97M-V def2-TZVPD RIJCOSX def2/J DEFGRID3
* xyz 1 1
C -6.912 -2.589 20.798
C -7.564 -1.143 20.696
N -6.673 -0.017 21.414
C -5.892 -0.676 22.559
C -5.679 0.393 20.382
C -4.465 1.081 20.925
C -7.598 1.049 21.806
C -7.015 2.408 22.208
O -6.453 2.219 23.477
C -5.907 3.425 23.962
H -7.524 -3.225 20.132
H -6.968 -2.948 21.816
H -5.868 -2.639 20.457
H -8.495 -1.127 21.218
H -7.734 -0.882 19.636
H -5.340 0.033 23.195
H -5.186 -1.373 22.124
H -6.647 -1.130 23.164
H -6.349 1.093 19.797
H -5.385 -0.423 19.745
H -4.584 1.583 21.844
H -4.168 1.906 20.250
H -3.586 0.451 21.048
H -8.193 0.744 22.687
H -8.252 1.264 20.961
H -7.754 3.227 22.352
H -6.283 2.835 21.486
H -5.596 3.150 24.950
H -6.657 4.256 24.094
H -5.044 3.856 23.394
C -2.549 -8.410 33.057
C -2.882 -8.880 31.645
N -2.434 -7.875 30.527
C -3.143 -6.540 30.824
C -0.866 -7.732 30.326
C -0.521 -6.717 29.230
C -3.071 -8.210 29.083
C -2.761 -9.627 28.603
O -1.416 -9.956 28.446
C -1.342 -11.302 27.847
H -2.986 -9.111 33.711
H -2.999 -7.395 33.266
H -1.528 -8.496 33.358
H -3.943 -9.112 31.566
H -2.425 -9.839 31.537
H -3.210 -6.052 29.890
H -2.710 -5.964 31.628
H -4.160 -6.965 31.079
H -0.532 -8.727 30.008
H -0.519 -7.457 31.324
H -1.100 -5.773 29.302
H -0.533 -7.166 28.231
H 0.520 -6.424 29.308
H -2.766 -7.449 28.361
H -4.137 -8.124 29.192
H -3.303 -9.801 27.636
H -3.249 -10.274 29.290
H -2.088 -11.960 28.363
H -0.313 -11.699 27.943
H -1.682 -11.294 26.758
C -2.137 -7.943 24.989
C -3.385 -7.756 24.142
N -4.079 -6.401 24.259
C -3.137 -5.365 23.678
C -5.387 -6.400 23.481
C -5.260 -6.389 21.979
C -4.377 -6.101 25.761
C -5.295 -7.071 26.433
O -4.717 -8.337 26.512
C -5.655 -9.354 26.822
H -1.576 -8.792 24.718
H -2.376 -7.982 26.031
H -1.565 -6.973 24.812
H -4.114 -8.509 24.443
H -3.310 -7.944 23.090
H -2.351 -5.245 24.453
H -3.644 -4.379 23.593
H -2.903 -5.745 22.709
H -5.940 -5.485 23.769
H -5.907 -7.290 23.854
H -6.252 -6.606 21.653
H -4.696 -7.170 21.522
H -4.989 -5.372 21.627
H -4.798 -5.133 25.744
H -3.347 -6.139 26.160
H -6.273 -7.103 25.872
H -5.546 -6.703 27.530
H -6.573 -9.317 26.198
H -5.989 -9.222 27.846
H -5.127 -10.298 26.632
C -10.189 -5.540 27.730
C -10.792 -6.781 27.072
N -10.030 -7.584 26.022
C -8.576 -7.458 26.371
C -10.568 -9.052 25.980
C -10.312 -9.970 27.134
C -10.360 -7.063 24.650
C -9.527 -7.551 23.513
O -9.987 -8.790 22.960
C -9.043 -9.323 21.953
H -9.448 -5.900 28.345
H -10.976 -5.183 28.303
H -9.913 -4.701 27.085
H -11.726 -6.448 26.574
H -10.996 -7.500 27.879
H -8.487 -7.749 27.390
H -8.192 -6.444 26.198
H -8.031 -8.120 25.703
H -10.144 -9.396 25.038
H -11.656 -8.974 25.747
H -9.438 -9.755 27.790
H -10.134 -10.988 26.743
H -11.152 -10.029 27.824
H -10.352 -5.967 24.656
H -11.394 -7.319 24.380
H -8.504 -7.752 23.770
H -9.522 -6.750 22.822
H -8.287 -9.863 22.471
H -8.573 -8.504 21.334
H -9.510 -10.009 21.345
C -7.337 -5.369 34.157
N -6.946 -4.526 32.974
C -5.669 -4.362 32.677
C -5.346 -3.709 31.508
C -6.368 -3.275 30.665
C -7.680 -3.673 30.911
C -7.973 -4.201 32.110
C -5.866 -2.494 29.530
C -6.456 -2.551 28.265
C -5.968 -1.795 27.190
N -5.027 -0.907 27.390
C -4.460 -0.798 28.609
C -4.817 -1.583 29.672
C -4.402 -0.263 26.220
H -6.472 -5.524 34.754
H -7.685 -6.345 33.859
H -8.169 -4.930 34.699
H -4.918 -4.723 33.360
H -4.306 -3.569 31.119
H -8.431 -3.279 30.238
H -8.996 -4.443 32.399
H -7.236 -3.329 28.019
H -6.322 -1.932 26.163
H -3.648 -0.122 28.642
H -4.258 -1.417 30.611
H -3.445 -0.764 25.973
H -4.297 0.775 26.534
H -5.044 -0.324 25.344
C -9.651 -1.262 25.175
F -10.470 -0.864 26.110
F -10.324 -1.148 24.028
F -8.689 -0.316 24.999
S -8.839 -2.887 25.508
O -9.909 -3.734 25.034
O -7.591 -2.930 24.734
O -8.735 -2.839 26.967
C -1.167 -2.483 28.328
F -0.581 -1.842 27.305
F -0.194 -3.170 28.912
F -1.604 -1.576 29.228
S -2.494 -3.659 27.799
O -1.834 -4.644 26.937
O -2.843 -4.148 29.123
O -3.431 -2.809 27.074
C -1.457 -2.640 20.535
F -1.086 -1.371 20.559
F -1.279 -3.055 19.291
F -0.654 -3.278 21.332
S -3.186 -2.876 21.093
O -3.043 -2.597 22.504
O -3.888 -1.905 20.287
O -3.472 -4.257 20.810
C -5.276 -11.093 22.088
F -5.759 -10.204 21.216
F -5.629 -12.286 21.524
F -3.947 -11.026 22.103
S -5.936 -10.802 23.841
O -4.675 -10.852 24.611
O -6.425 -9.432 23.842
O -6.899 -11.841 24.010
C -7.182 -9.496 30.551
F -5.943 -10.084 30.469
F -7.744 -9.695 29.344
F -7.866 -10.130 31.491
S -7.151 -7.664 30.870
O -6.285 -7.150 29.838
O -8.572 -7.371 30.820
O -6.533 -7.641 32.174
*
```

Results
- LUMO: -4.27 eV
- Electronic energy: -7170.1036 a.u.
- Orbital gap: 0.236 hartree
- Energy relative to the best compared isomer or geometry (same formula, charge and spin): 0.000 eV

Löwdin population analysis, charges in e, atoms 1 to 2: -0.04, -0.07